No. 1
Computed, not measured: 3 unconnected molecules or ions with the total composition C8H11ClN2O2, with the ωB97M-V functional and the def2-TZVPD basis.

Properties
Lowest unoccupied orbital energy, eV: 0.6
Energy above the lowest of the compared OMol25 structures with the same formula, charge and spin, kJ/mol: 76.8

Atoms and positions in Å:
N -1.03212 0.76882 1.66249
C 0.19540 0.50352 1.19192
C 1.27117 0.44689 1.97925
C 2.59225 0.33616 1.50030
C 2.83369 0.45348 0.16369
Cl 4.38250 0.46386 -0.47446
C 1.78007 0.63582 -0.75514
C 0.43894 0.58219 -0.43342
H -1.29678 0.48248 2.61867
H -1.82431 0.71499 1.10693
H 1.27817 0.53842 3.08850
H 3.42138 0.39375 2.29864
H 2.15593 0.83936 -1.77727
H -0.42294 0.82206 -0.99839
O 2.62149 -4.77347 -0.54231
C 3.25869 -3.84479 -0.41063
O 3.99343 -2.98332 -0.28780
C -3.73532 -0.04338 -1.66392
N -3.27654 1.28412 -1.26416
H -3.91437 -0.59266 -0.76514
H -4.58931 0.04605 -2.20130
H -2.99530 -0.51201 -2.14060
H -3.26083 1.43530 -0.32986
H -3.87526 2.00235 -1.56596

No. 2
Computed, not measured: a molecular structure, C21H23N5PbS2Se4Si, with the ωB97M-V functional and the def2-TZVPD basis.

Properties
Lowest unoccupied orbital energy, eV: 4.1
Energy above the lowest of the compared OMol25 structures with the same formula, charge and spin, kJ/mol: 33.8
Total charge: -2

Atoms and positions in Å:
Pb 1.79033 -0.09790 -1.01549
N -1.19183 -3.58483 0.48377
C -0.56472 -2.72422 -0.39808
S 1.13091 -2.93940 -0.60394
N -1.41154 -1.92035 -1.01311
N -0.81506 -0.92816 -1.72960
C -1.46972 -0.45248 -2.72135
C -2.77536 -1.02731 -3.17241
C -3.90778 -0.96399 -2.36698
C -5.10564 -1.52260 -2.78676
C -5.18626 -2.16108 -4.01827
C -4.06049 -2.23209 -4.82657
C -2.86425 -1.66543 -4.40488
C -0.88747 0.68608 -3.49894
C -1.66043 1.35929 -4.44053
C -1.08610 2.40510 -5.14840
C 0.22774 2.75017 -4.90072
C 0.92503 2.03600 -3.93010
N 0.37758 1.03524 -3.25412
H -0.56146 -3.98697 1.15833
H -2.06119 -3.22901 0.85092
H -3.83539 -0.48421 -1.40015
H -5.97851 -1.46629 -2.14750
H -6.11934 -2.60621 -4.34209
H -4.11066 -2.73341 -5.78556
H -1.98209 -1.72106 -5.03158
H -2.68943 1.07222 -4.61005
H -1.66951 2.94307 -5.88704
H 0.71487 3.55760 -5.43004
H 1.95375 2.26893 -3.68185
Se 4.30715 -0.28300 -2.79583
Se 4.90564 1.99651 -2.89982
Se 4.53766 2.89983 -0.78583
Se 2.23238 3.20130 -0.60417
C 1.77417 0.71552 6.55014
Si 2.55660 0.43909 4.85618
C 3.72566 1.85192 4.54469
C 3.48038 -1.17769 4.97215
C 1.16365 0.40451 3.61581
C -0.14489 0.61176 4.01358
C -1.19009 0.63256 3.09044
C -0.84896 0.45225 1.76363
N 0.39180 0.24862 1.34104
C 1.41394 0.20033 2.22809
S 3.00881 -0.09962 1.62543
H 2.56175 0.73545 7.30939
H 1.07944 -0.08728 6.81059
H 1.23445 1.66432 6.60465
H 4.41919 1.98753 5.38004
H 3.16980 2.78000 4.39563
H 4.29414 1.66315 3.63218
H 4.10547 -1.20646 5.86933
H 4.10846 -1.31089 4.08873
H 2.77977 -2.01480 5.00886
H -0.36710 0.76394 5.06549
H -2.21764 0.79646 3.38741
H -1.60763 0.46798 0.98532

No. 3
Computed, not measured: 2 unconnected molecules or ions with the total composition C4H8O2, with the ωB97M-V functional and the def2-TZVPD basis.

Properties
Lowest unoccupied orbital energy, eV: 0.7
Energy above the lowest of the compared OMol25 structures with the same formula, charge and spin, kJ/mol: 187.0

Atoms and positions in Å:
C 1.51128 0.97945 1.03217
C 1.69096 -0.33466 0.99537
O 1.26609 -1.10452 -0.05629
H 1.85337 1.54082 1.89412
H 1.02003 1.50869 0.22146
H 2.17887 -0.87643 1.80562
H 1.56344 -2.01052 0.07770
C -1.85116 -0.23254 -0.33012
C -1.11689 0.44427 -1.45280
O -0.68133 1.57108 -1.41055
H -2.88347 -0.43860 -0.64018
H -1.84796 0.39897 0.56081
H -1.36780 -1.19037 -0.11209
H -0.99844 -0.16462 -2.37421

| no. | orbital gap (eV) | F_max (eV/A) | calculated total energy (Eh) |
| --- | --- | --- | --- |
| 1 | 8.219 | 6.061 | -1031.58237 |
| 2 | 4.828 | 0.845 | -11972.46261 |
| 3 | 9.738 | 0.525 | -307.64119 |